Formula: C34H29N3O5
Source: the OMol25 dataset
Level of theory: ωB97M-V with the def2-TZVPD basis set

Last column: natural (NBO) charge in e.
CARTESIAN COORDINATES (ANGSTROEM)
1 C 0.19 2.20 -0.43  -0.661
2 C -0.12 1.16 -1.45  0.318
3 C 0.35 0.94 -2.71  -0.319
4 C -0.35 -0.19 -3.20  -0.253
5 C -1.19 -0.59 -2.21  0.248
6 C -2.21 -1.67 -2.10  -0.056
7 C -3.57 -1.11 -1.63  -0.315
8 C -3.58 0.41 -1.48  0.730
9 O -3.44 1.21 -2.37  -0.565
10 N -3.83 0.71 -0.16  -0.523
11 C -3.83 2.03 0.36  0.207
12 C -3.18 2.26 1.56  -0.224
13 C -3.15 3.55 2.08  -0.199
14 C -3.77 4.59 1.40  -0.214
15 C -4.41 4.34 0.20  -0.208
16 C -4.45 3.06 -0.33  -0.225
17 C -4.12 -0.40 0.62  0.757
18 O -4.69 -0.38 1.68  -0.550
19 C -3.82 -1.64 -0.23  -0.314
20 C -2.58 -2.45 0.19  0.073
21 C -3.06 -3.77 0.80  -0.610
22 C -1.64 -1.74 1.17  0.699
23 O -1.94 -0.74 1.79  -0.622
24 N -0.44 -2.36 1.27  -0.438
25 C 0.53 -1.89 2.24  -0.259
26 C 1.77 -1.28 1.65  0.041
27 C 1.83 -0.85 0.33  -0.241
28 C 2.98 -0.25 -0.17  -0.192
29 C 4.10 -0.07 0.64  -0.069
30 C 5.31 0.58 0.12  0.039
31 C 6.57 0.09 0.43  -0.227
32 C 7.71 0.70 -0.06  -0.203
33 C 7.60 1.82 -0.88  -0.219
34 C 6.34 2.31 -1.20  -0.193
35 C 5.21 1.70 -0.71  -0.230
36 C 4.04 -0.51 1.96  -0.198
37 C 2.89 -1.11 2.46  -0.221
38 C -0.04 -3.41 0.36  -0.324
39 C -0.57 -3.12 -1.04  0.691
40 O 0.10 -3.27 -2.04  -0.580
41 N -1.83 -2.62 -1.05  -0.453
42 O -1.04 0.23 -1.13  -0.458
43 H 1.00 2.83 -0.78  0.227
44 H -0.69 2.81 -0.24  0.237
45 H 0.49 1.73 0.51  0.232
46 H 1.08 1.52 -3.23  0.227
47 H -0.23 -0.66 -4.16  0.233
48 H -2.27 -2.19 -3.06  0.245
49 H -4.36 -1.38 -2.34  0.253
50 H -2.70 1.45 2.08  0.250
51 H -2.65 3.74 3.02  0.214
52 H -3.75 5.59 1.81  0.213
53 H -4.89 5.15 -0.33  0.215
54 H -4.95 2.87 -1.26  0.233
55 H -4.70 -2.29 -0.18  0.247
56 H -2.27 -4.34 1.29  0.212
57 H -3.81 -3.54 1.56  0.235
58 H -3.51 -4.39 0.03  0.224
59 H 0.81 -2.73 2.89  0.202
60 H 0.01 -1.14 2.85  0.256
61 H 0.99 -0.98 -0.32  0.221
62 H 3.00 0.06 -1.20  0.223
63 H 6.66 -0.79 1.06  0.213
64 H 8.68 0.31 0.19  0.213
65 H 8.48 2.30 -1.26  0.213
66 H 6.25 3.18 -1.83  0.212
67 H 4.23 2.09 -0.95  0.213
68 H 4.89 -0.37 2.61  0.216
69 H 2.86 -1.44 3.48  0.208
70 H 1.05 -3.43 0.31  0.255
71 H -0.37 -4.40 0.70  0.216

Its electronic energy is -50438.7880 eV. The structure (SMILES) is Cc1ccc([C@@H]2[C@@H]3C(=O)N(c4ccccc4)C(=O)[C@@H]3[C@]3(C)C(=O)N(Cc4ccc(-c5ccccc5)cc4)CC(=O)N23)o1. The value obtained for the highest occupied orbital energy is -8.3 eV. Its lowest unoccupied orbital energy is 0.019 Eh. The calculation puts the relative energy (zero: lowest compared OMol25 entry of this formula, charge and spin) at 3.96 kcal per mole. As for the HOMO-LUMO gap: 8.9 eV.

Formula: C59H48N2P3SiV
Source: the OMol25 dataset
Level of theory: ωB97M-V with the def2-TZVPD basis set

Last column: Löwdin spin population.
CARTESIAN COORDINATES (ANGSTROEM)
1 V 0.16 -0.15 -0.33  2.668
2 C 5.25 3.70 0.57  0.000
3 C 4.08 3.64 1.32  0.000
4 C 3.28 2.51 1.26  0.001
5 C 3.65 1.43 0.45  0.010
6 C 4.82 1.50 -0.29  0.001
7 C 5.61 2.63 -0.24  0.000
8 P 2.49 0.03 0.46  0.051
9 C 3.19 -1.19 -0.72  0.010
10 C 3.69 -2.43 -0.33  0.001
11 C 4.16 -3.33 -1.27  0.001
12 C 4.15 -2.99 -2.62  0.000
13 C 3.66 -1.76 -3.02  0.001
14 C 3.18 -0.87 -2.07  0.006
15 C 2.74 -0.70 2.12  0.004
16 C 4.01 -0.99 2.61  0.000
17 C 4.15 -1.60 3.84  0.000
18 C 3.02 -1.91 4.60  0.000
19 C 1.76 -1.57 4.13  0.000
20 C 1.59 -0.95 2.89  0.002
21 Si 0.04 -0.20 2.15  0.016
22 C -1.61 -0.92 2.74  -0.004
23 C -2.17 -0.73 4.01  -0.001
24 C -3.45 -1.16 4.30  0.001
25 C -4.21 -1.80 3.32  0.001
26 C -3.68 -2.00 2.05  0.001
27 C -2.39 -1.55 1.76  0.005
28 P -1.56 -1.88 0.15  0.035
29 C -0.91 -3.56 0.43  0.002
30 C -1.72 -4.69 0.51  0.000
31 C -1.18 -5.92 0.83  0.000
32 C 0.19 -6.04 1.09  0.000
33 C 1.00 -4.92 1.02  0.001
34 C 0.45 -3.69 0.69  0.007
35 C -2.91 -2.11 -1.06  0.008
36 C -2.84 -3.07 -2.07  0.002
37 C -3.81 -3.13 -3.06  0.000
38 C -4.87 -2.23 -3.05  0.002
39 C -4.94 -1.27 -2.06  0.000
40 C -3.97 -1.20 -1.07  0.003
41 C 0.06 1.58 2.80  -0.001
42 C 0.43 1.96 4.10  -0.001
43 C 0.34 3.28 4.50  0.000
44 C -0.11 4.26 3.62  0.001
45 C -0.46 3.91 2.33  0.000
46 C -0.37 2.58 1.92  0.005
47 P -0.73 2.05 0.21  0.048
48 C -2.55 2.07 0.08  0.011
49 C -3.17 2.17 -1.17  0.003
50 C -4.55 2.12 -1.27  0.000
51 C -5.33 1.95 -0.13  0.002
52 C -4.72 1.82 1.11  0.000
53 C -3.34 1.89 1.21  0.003
54 C -0.19 3.49 -0.78  0.006
55 C 1.15 3.53 -1.15  0.007
56 C 1.67 4.63 -1.83  0.001
57 C 0.85 5.69 -2.15  0.000
58 C -0.49 5.66 -1.79  0.001
59 C -1.01 4.57 -1.10  0.000
60 H 5.88 4.58 0.61  0.000
61 H 3.79 4.47 1.95  0.000
62 H 2.37 2.48 1.85  0.000
63 H 5.11 0.66 -0.92  0.000
64 H 6.53 2.68 -0.82  0.000
65 H 3.73 -2.70 0.72  0.000
66 H 4.54 -4.29 -0.96  0.000
67 H 4.52 -3.69 -3.36  0.000
68 H 3.66 -1.48 -4.06  0.000
69 H 2.79 0.10 -2.40  0.003
70 H 4.89 -0.76 2.02  0.000
71 H 5.13 -1.85 4.22  0.000
72 H 3.13 -2.39 5.56  0.000
73 H 0.89 -1.80 4.75  0.000
74 H -1.60 -0.22 4.77  0.000
75 H -3.86 -1.00 5.28  0.000
76 H -5.21 -2.13 3.54  0.000
77 H -4.27 -2.50 1.30  0.000
78 H -2.79 -4.62 0.33  0.000
79 H -1.82 -6.79 0.89  0.000
80 H 0.61 -7.00 1.35  0.000
81 H 2.06 -5.00 1.23  0.000
82 H 1.09 -2.82 0.65  0.006
83 H -2.03 -3.79 -2.08  0.000
84 H -3.74 -3.89 -3.82  0.000
85 H -5.63 -2.28 -3.82  0.000
86 H -5.75 -0.56 -2.05  0.000
87 H -4.04 -0.43 -0.32  0.000
88 H 0.79 1.22 4.79  0.000
89 H 0.63 3.56 5.51  0.000
90 H -0.17 5.29 3.93  0.000
91 H -0.77 4.68 1.63  0.000
92 H -2.58 2.30 -2.07  0.000
93 H -5.02 2.22 -2.24  0.000
94 H -6.41 1.91 -0.21  0.000
95 H -5.32 1.68 2.00  0.000
96 H -2.87 1.80 2.19  0.000
97 H 1.81 2.70 -0.91  0.006
98 H 2.72 4.64 -2.09  0.000
99 H 1.25 6.55 -2.68  0.000
100 H -1.14 6.49 -2.03  0.000
101 H -2.05 4.57 -0.81  0.000
102 N -0.30 -0.59 -6.66  0.007
103 C -0.22 -0.44 -5.32  0.007
104 C -0.20 -1.55 -4.46  0.000
105 C -0.13 -1.33 -3.10  0.014
106 N -0.08 -0.12 -2.52  0.022
107 C -0.10 0.93 -3.36  0.013
108 C -0.16 0.83 -4.72  -0.001
109 H -0.35 -1.50 -7.08  0.000
110 H -0.32 0.21 -7.27  0.000
111 H -0.25 -2.56 -4.83  0.000
112 H -0.12 -2.19 -2.43  0.003
113 H -0.05 1.91 -2.89  0.002
114 H -0.17 1.73 -5.32  0.000

Its electronic energy is -126372.3787 eV. The charge is +1. Its expectation value of S² is 3.7792. The value obtained for the highest occupied orbital energy (alpha / beta) is -9.3 / -9.2 eV. Its lowest unoccupied orbital energy (alpha / beta) is -0.071 / -0.070 Eh. The calculation puts the relative energy (zero: lowest compared OMol25 entry of this formula, charge and spin) at 1.57 kcal per mole. As for the HOMO-LUMO gap (alpha / beta): 7.4 / 7.3 eV. The spin multiplicity is 4.